[1]
Below is an isolated molecule of C9H7FN2O2 at a distorted geometry, with properties calculated with ωB97M-V/def2-TZVPD.

Geometry as ORCA input:
```
! wB97M-V def2-TZVPD RIJCOSX def2/J DEFGRID3
* xyz 0 1
C 0.136 -1.447 -1.213
C -0.005 -0.320 -0.216
C 0.929 0.829 -0.333
C 0.776 1.893 0.453
C -0.238 1.916 1.510
C -0.483 3.107 2.237
C 0.152 4.510 2.146
F 1.206 4.766 1.352
N -0.452 5.314 2.941
O -1.358 4.736 3.668
N -1.395 3.217 3.207
O -2.224 2.509 3.735
C -1.057 0.774 1.674
C -0.979 -0.270 0.770
H 1.190 -1.382 -1.644
H -0.103 -2.507 -0.818
H -0.565 -1.232 -2.236
H 1.780 0.648 -0.998
H 1.447 2.766 0.329
H -1.545 0.626 2.591
H -1.586 -1.082 1.052
*
```

SMILES string: Cc1ccc(-c2c(F)no[n+]2[O-])cc1
Lowest unoccupied orbital energy (alpha / beta) (eV): -0.3087 / -0.3093

Löwdin population analysis, charges in e, atoms 1 to 8: C -0.086; C -0.253; C -0.041; C -0.029; C -0.129; C -0.048; C -0.221; F 0.101

***

[2]
Below is an isolated molecule of C2H8N4O2 at a distorted geometry, with properties calculated with ωB97M-V/def2-TZVPD.

Geometry as ORCA input:
```
! wB97M-V def2-TZVPD RIJCOSX def2/J DEFGRID3
* xyz 0 1
C 1.830 0.485 0.942
N 0.986 -0.405 0.157
O 0.810 -1.677 0.549
C -0.259 0.105 -0.053
N -0.575 1.270 0.457
N -1.735 1.551 -0.040
N -1.098 -0.634 -0.871
O -0.824 -1.965 -1.502
H 2.840 -0.037 1.188
H 2.031 1.301 0.298
H 1.522 0.801 2.015
H 0.661 -2.197 -0.387
H -2.059 2.489 0.728
H -2.563 0.631 0.120
H -1.561 0.052 -1.569
H -0.007 -1.768 -2.035
*
```

SMILES string: CN(O)/C(=N/N)NO
Lowest unoccupied orbital energy (eV): 0.3857

Löwdin population analysis, charges in e, atoms 1 to 8: C -0.074; N -0.244; O -0.048; C -0.447; N -0.073; N -0.153; N 0.010; O -0.042

***

[3]
Below is a structure of composition C6H16NO2Si at a distorted geometry, with properties calculated with ωB97M-V/def2-TZVPD.

Geometry as ORCA input:
```
! wB97M-V def2-TZVPD RIJCOSX def2/J DEFGRID3
* xyz 1 1
C -0.993 0.611 -0.185
C -0.181 -2.263 0.955
C -3.360 0.979 0.029
C 0.273 -1.584 -0.472
C -2.163 0.051 -0.289
C 1.741 0.459 0.617
N 2.382 -0.562 1.214
O -0.659 1.881 0.176
O 0.257 -0.109 -0.381
Si 2.742 1.558 -0.704
H -0.690 -3.257 0.677
H 0.658 -2.504 1.493
H -0.813 -1.679 1.557
H -2.966 1.592 0.841
H -4.266 0.392 0.150
H -3.446 1.585 -0.900
H -0.400 -2.088 -1.204
H 1.296 -1.803 -0.741
H -2.383 -0.946 -0.638
H 0.954 0.888 1.216
H 3.061 -1.274 0.781
H 1.962 -0.967 2.108
H -0.389 2.357 -0.595
H 2.254 1.036 -2.063
H 4.147 1.519 -0.715
H 2.157 2.862 -0.396
*
```

Lowest unoccupied orbital energy (eV): -3.2019

Löwdin population analysis, charges in e, atoms 1 to 8: C -0.352; C -0.025; C -0.035; C -0.117; C -0.045; C -0.285; N 0.061; O 0.073

***

What energy relative to the best compared isomer or geometry (same formula, charge and spin) values result from the calculations? In sequence: 0.00; 937.52; 561.70 kJ/mol.